Computed, not measured: a 2-piece molecular cluster, C3H10N2 overall at a distorted geometry, with ωB97M-V/def2-TZVPD.

XYZ file:
```
15
C3H10N2, DFT ωB97M-V/def2-TZVPD
C -2.41 -1.74 -0.04
N -1.42 -1.35 -0.74
H -3.39 -2.02 -0.54
H -2.70 -1.48 0.99
H -0.47 -1.08 -0.37
C 2.09 0.19 -0.33
N 0.79 0.18 0.29
C 0.02 1.39 0.27
H 2.28 1.25 -0.75
H 2.90 -0.06 0.44
H 2.17 -0.53 -1.24
H 0.85 0.06 1.26
H 0.09 2.10 1.14
H -0.99 1.26 0.43
H 0.19 1.81 -0.83
```

Values from the calculation:
orbital gap	9.495	eV
spin multiplicity	1
total charge	0
energy relative to the best compared isomer or geometry (same formula, charge and spin)	2.8933	eV
DFT total energy	-229.7029	a.u.

Which charges does natural (NBO) predict for the atoms? In e, they are: number 1, C, carries -0.06; number 2, N, carries -0.64; number 3, H, carries 0.14; number 4, H, carries 0.13; number 5, H, carries 0.39; number 6, C, carries -0.42; number 7, N, carries -0.65; number 8, C, carries -0.42; number 9, H, carries 0.19; number 10, H, carries 0.20; number 11, H, carries 0.20; number 12, H, carries 0.36; number 13, H, carries 0.18; number 14, H, carries 0.20; number 15, H, carries 0.20

=====

Computed, not measured: a 2-piece molecular cluster, C4H15N2O overall at a distorted geometry, with ωB97M-V/def2-TZVPD.

XYZ file:
```
22
C4H15N2O, DFT ωB97M-V/def2-TZVPD
C -0.01 -0.26 1.50
C -1.23 0.16 0.71
C -0.93 0.59 -0.72
C -0.48 2.05 -0.88
N 0.68 2.39 -0.07
N 0.65 -1.48 0.85
H 0.83 0.43 1.55
H -0.22 -0.60 2.51
H -1.62 1.07 1.19
H -2.01 -0.58 0.79
H -0.20 -0.03 -1.25
H -1.79 0.49 -1.39
H -1.33 2.67 -0.55
H -0.23 2.21 -1.92
H 0.52 2.55 0.91
H 1.35 3.01 -0.47
H 1.31 -1.12 0.15
H 0.05 -2.11 0.34
H 1.23 -1.98 1.57
H 1.70 -3.60 -1.26
H 0.72 -2.92 -2.25
O 1.03 -2.91 -1.33
```

Values from the calculation:
<S²>	0.750
orbital gap (spin up / spin down)	3.786 / 9.853	eV
spin multiplicity	2
total charge	0
energy relative to the best compared isomer or geometry (same formula, charge and spin)	1.5675	eV
DFT total energy	-346.0176	a.u.

Which charges does natural (NBO) predict for the atoms? In e, they are: number 1, C, carries -0.32; number 2, C, carries -0.44; number 3, C, carries -0.42; number 4, C, carries -0.20; number 5, N, carries -0.88; number 6, N, carries -1.01; number 7, H, carries 0.22; number 8, H, carries 0.21; number 9, H, carries 0.21; number 10, H, carries 0.22; number 11, H, carries 0.20; number 12, H, carries 0.21; number 13, H, carries 0.16; number 14, H, carries 0.20; number 15, H, carries 0.36; number 16, H, carries 0.38; number 17, H, carries 0.40; number 18, H, carries 0.42; number 19, H, carries 0.21; number 20, H, carries 0.46; number 21, H, carries 0.47; number 22, O, carries -1.06

=====

Computed, not measured: C41H34AsF5N3O4S2Tl as an isolated structure, with ωB97M-V/def2-TZVPD.

XYZ file:
```
91
C41H34AsF5N3O4S2Tl, DFT ωB97M-V/def2-TZVPD
Tl -0.87 0.14 0.73
O -2.20 5.18 3.08
C -0.99 5.42 2.54
C -0.52 6.73 2.58
C 0.72 7.05 2.06
C 1.52 6.06 1.48
C 1.05 4.77 1.43
C -0.21 4.42 1.94
C -0.66 3.02 1.79
O -0.02 2.25 1.02
N -1.75 2.69 2.50
N -2.14 1.41 2.31
C -3.11 0.97 3.00
C -3.56 -0.42 2.87
C -4.76 -0.83 3.45
C -5.16 -2.14 3.29
C -4.35 -3.00 2.56
C -3.17 -2.51 2.02
N -2.77 -1.26 2.19
H -2.33 4.20 3.05
H -1.14 7.49 3.04
H 1.07 8.07 2.11
H 2.50 6.30 1.09
H 1.65 3.97 1.00
H -3.62 1.63 3.71
H -5.36 -0.12 4.00
H -6.09 -2.49 3.72
H -4.63 -4.04 2.40
H -2.52 -3.15 1.43
S -2.29 -0.68 -1.06
C -1.48 -1.93 -2.04
C -2.40 -2.78 -2.66
C -2.00 -3.72 -3.59
C -0.65 -3.84 -3.92
C 0.27 -3.03 -3.29
C -0.12 -2.08 -2.33
As 1.23 -0.98 -1.46
C 2.27 -0.51 -3.04
C 1.61 0.14 -4.09
C 2.32 0.58 -5.20
C 3.69 0.37 -5.28
C 4.35 -0.26 -4.24
C 3.64 -0.70 -3.12
C 2.40 -2.32 -0.65
C 2.22 -3.70 -0.73
C 3.05 -4.56 -0.01
C 4.04 -4.05 0.81
C 4.22 -2.67 0.90
C 3.40 -1.82 0.18
H -3.45 -2.68 -2.42
H -2.74 -4.36 -4.06
H -0.33 -4.57 -4.65
H 1.32 -3.11 -3.54
H 0.54 0.32 -4.03
H 1.79 1.07 -6.01
H 4.24 0.71 -6.14
H 5.42 -0.43 -4.29
H 4.17 -1.21 -2.32
H 1.43 -4.12 -1.34
H 2.89 -5.63 -0.08
H 4.68 -4.72 1.37
H 4.99 -2.27 1.55
H 3.51 -0.75 0.30
C -3.20 3.62 -0.21
O -2.62 2.45 -0.75
C -2.19 2.62 -2.09
C -0.78 3.16 -2.19
O 0.13 2.12 -1.89
C 1.45 2.61 -1.80
H -4.03 3.96 -0.84
H -2.48 4.43 -0.11
H -3.58 3.37 0.78
H -2.88 3.28 -2.63
H -2.21 1.63 -2.56
H -0.64 4.00 -1.49
H -0.60 3.55 -3.21
H 1.83 2.90 -2.78
H 2.08 1.81 -1.40
H 1.50 3.47 -1.12
F 1.32 -6.05 3.71
C 1.21 -4.76 3.38
C 1.83 -3.79 4.15
F 2.53 -4.15 5.23
C 1.72 -2.46 3.80
F 2.34 -1.56 4.57
C 1.00 -2.03 2.69
S 0.98 -0.31 2.33
C 0.40 -3.03 1.94
F -0.30 -2.73 0.83
C 0.49 -4.37 2.27
F -0.11 -5.29 1.51
```

Values from the calculation:
orbital gap	7.631	eV
spin multiplicity	1
total charge	0
energy relative to the best compared isomer or geometry (same formula, charge and spin)	0.0243	eV
DFT total energy	-5751.9209	a.u.

Which charges does Löwdin predict for the atoms? In e, they are: number 1, Tl, carries 0.55; number 2, O, carries 0.05; number 3, C, carries -0.27; number 4, C, carries -0.01; number 5, C, carries -0.08; number 6, C, carries -0.09; number 7, C, carries -0.03; number 8, C, carries -0.08; number 9, C, carries -0.43; number 10, O, carries -0.15; number 11, N, carries 0.04; number 12, N, carries -0.05; number 13, C, carries -0.05; number 14, C, carries -0.25; number 15, C, carries -0.01; number 16, C, carries -0.05; number 17, C, carries -0.04; number 18, C, carries -0.12; number 19, N, carries 0.07; number 20, H, carries 0.06; number 21, H, carries 0.12; number 22, H, carries 0.10; number 23, H, carries 0.10; number 24, H, carries 0.11; number 25, H, carries 0.14; number 26, H, carries 0.12; number 27, H, carries 0.11; number 28, H, carries 0.11; number 29, H, carries 0.11; number 30, S, carries 0.68; number 31, C, carries -0.62; number 32, C, carries -0.14; number 33, C, carries -0.08; number 34, C, carries -0.08; number 35, C, carries -0.12; number 36, C, carries -0.39; number 37, As, carries 1.34; number 38, C, carries -0.38; number 39, C, carries -0.12; number 40, C, carries -0.08; number 41, C, carries -0.09; number 42, C, carries -0.08; number 43, C, carries -0.10; number 44, C, carries -0.39; number 45, C, carries -0.10; number 46, C, carries -0.08; number 47, C, carries -0.08; number 48, C, carries -0.08; number 49, C, carries -0.15; number 50, H, carries 0.09; number 51, H, carries 0.10; number 52, H, carries 0.10; number 53, H, carries 0.11; number 54, H, carries 0.11; number 55, H, carries 0.10; number 56, H, carries 0.10; number 57, H, carries 0.10; number 58, H, carries 0.09; number 59, H, carries 0.10; number 60, H, carries 0.11; number 61, H, carries 0.11; number 62, H, carries 0.11; number 63, H, carries 0.10; number 64, C, carries -0.09; number 65, O, carries -0.25; number 66, C, carries -0.21; number 67, C, carries -0.20; number 68, O, carries -0.25; number 69, C, carries -0.11; number 70, H, carries 0.09; number 71, H, carries 0.09; number 72, H, carries 0.08; number 73, H, carries 0.13; number 74, H, carries 0.09; number 75, H, carries 0.13; number 76, H, carries 0.13; number 77, H, carries 0.10; number 78, H, carries 0.07; number 79, H, carries 0.07; number 80, F, carries 0.13; number 81, C, carries -0.14; number 82, C, carries -0.14; number 83, F, carries 0.13; number 84, C, carries -0.24; number 85, F, carries 0.09; number 86, C, carries -0.49; number 87, S, carries 0.72; number 88, C, carries -0.24; number 89, F, carries 0.01; number 90, C, carries -0.15; number 91, F, carries 0.12

=====

Computed, not measured: one molecule with the formula C18H23N3O4, with ωB97M-V/def2-TZVPD.

XYZ file:
```
48
C18H23N3O4, DFT ωB97M-V/def2-TZVPD
C -0.66 -3.89 -0.13
C 0.39 -2.86 -0.41
C 1.11 -2.27 0.63
C 2.06 -1.29 0.37
C 2.30 -0.88 -0.94
C 1.59 -1.47 -1.98
C 0.65 -2.45 -1.71
H 0.11 -2.90 -2.53
H 1.80 -1.16 -2.99
O 3.26 0.04 -1.24
C 3.72 0.89 -0.21
C 3.00 2.25 -0.27
H 3.17 2.70 -1.25
C 1.51 2.12 0.03
O 1.10 1.62 1.06
N 0.71 2.64 -0.92
H 1.11 2.98 -1.78
C -0.73 2.76 -0.79
H -0.97 2.58 0.26
C -1.49 1.78 -1.68
H -1.05 1.77 -2.68
H -2.53 2.10 -1.76
C -1.48 0.35 -1.12
N -2.23 0.24 0.11
C -3.55 0.52 0.20
O -4.26 0.84 -0.73
C -3.95 0.37 1.66
H -4.04 1.37 2.08
C -2.80 -0.41 2.29
H -3.03 -1.48 2.28
H -2.60 -0.11 3.31
C -1.61 -0.12 1.36
H -0.98 0.69 1.74
H -0.97 -1.00 1.22
H -4.92 -0.12 1.75
H -0.46 0.02 -0.93
H -1.93 -0.32 -1.87
H -1.01 3.78 -1.04
H 3.44 2.89 0.50
C 3.61 0.35 1.22
O 4.24 0.85 2.12
N 2.80 -0.72 1.39
H 2.64 -1.03 2.34
H 4.78 1.06 -0.41
H 0.94 -2.58 1.65
H -0.56 -4.74 -0.81
H -0.59 -4.26 0.89
H -1.65 -3.47 -0.27
```

Values from the calculation:
orbital gap	8.907	eV
spin multiplicity	1
total charge	0
energy relative to the best compared isomer or geometry (same formula, charge and spin)	0.2751	eV
DFT total energy	-1165.0171	a.u.

Which charges does natural (NBO) predict for the atoms? In e, they are: number 1, C, carries -0.63; number 2, C, carries -0.01; number 3, C, carries -0.26; number 4, C, carries 0.18; number 5, C, carries 0.23; number 6, C, carries -0.23; number 7, C, carries -0.23; number 8, H, carries 0.22; number 9, H, carries 0.23; number 10, O, carries -0.49; number 11, C, carries 0.02; number 12, C, carries -0.51; number 13, H, carries 0.21; number 14, C, carries 0.68; number 15, O, carries -0.65; number 16, N, carries -0.61; number 17, H, carries 0.39; number 18, C, carries -0.23; number 19, H, carries 0.23; number 20, C, carries -0.42; number 21, H, carries 0.20; number 22, H, carries 0.24; number 23, C, carries -0.22; number 24, N, carries -0.44; number 25, C, carries 0.68; number 26, O, carries -0.64; number 27, C, carries -0.50; number 28, H, carries 0.22; number 29, C, carries -0.41; number 30, H, carries 0.20; number 31, H, carries 0.22; number 32, C, carries -0.21; number 33, H, carries 0.21; number 34, H, carries 0.20; number 35, H, carries 0.23; number 36, H, carries 0.22; number 37, H, carries 0.21; number 38, H, carries 0.20; number 39, H, carries 0.26; number 40, C, carries 0.67; number 41, O, carries -0.59; number 42, N, carries -0.61; number 43, H, carries 0.42; number 44, H, carries 0.22; number 45, H, carries 0.21; number 46, H, carries 0.22; number 47, H, carries 0.21; number 48, H, carries 0.22

=====

Question: The lowest energy relative to the best compared isomer or geometry (same formula, charge and spin) belongs to which entry?
Answer: C41H34AsF5N3O4S2Tl

=====

What did the first record say?
Computed, not measured: a 2-piece molecular cluster, C3H10N2 overall at a distorted geometry, with ωB97M-V/def2-TZVPD.

XYZ file:
```
15
C3H10N2, DFT ωB97M-V/def2-TZVPD
C -2.41 -1.74 -0.04
N -1.42 -1.35 -0.74
H -3.39 -2.02 -0.54
H -2.70 -1.48 0.99
H -0.47 -1.08 -0.37
C 2.09 0.19 -0.33
N 0.79 0.18 0.29
C 0.02 1.39 0.27
H 2.28 1.25 -0.75
H 2.90 -0.06 0.44
H 2.17 -0.53 -1.24
H 0.85 0.06 1.26
H 0.09 2.10 1.14
H -0.99 1.26 0.43
H 0.19 1.81 -0.83
```

Values from the calculation:
orbital gap	9.495	eV
spin multiplicity	1
total charge	0
energy relative to the best compared isomer or geometry (same formula, charge and spin)	2.8933	eV
DFT total energy	-229.7029	a.u.

Which charges does natural (NBO) predict for the atoms? In e, they are: number 1, C, carries -0.06; number 2, N, carries -0.64; number 3, H, carries 0.14; number 4, H, carries 0.13; number 5, H, carries 0.39; number 6, C, carries -0.42; number 7, N, carries -0.65; number 8, C, carries -0.42; number 9, H, carries 0.19; number 10, H, carries 0.20; number 11, H, carries 0.20; number 12, H, carries 0.36; number 13, H, carries 0.18; number 14, H, carries 0.20; number 15, H, carries 0.20

=====

Question: DFT total energy of number 1 (C3H10N2)?
Answer: -229.7029 a.u.

=====

Question: Number 1 is which compound?
Answer: C3H10N2